{
  "formula": "C41H36GeN7SV",
  "method": "ωB97M-V/def2-TZVPD",
  "homo_lumo_gap_ev": [6.2, 6.1],
  "total_charge": 3,
  "homo_energy_ha": [-0.56543, -0.56558],
  "relative_energy_kj_mol": 67.34,
  "lumo_energy_ev": [-9.20, -9.24],
  "multiplicity": 4,
  "largest_force_ha_per_bohr": 0.03036,
  "elements": ["V", "C", "C", "C", "C", "C", "C", "C", "H", "H", "H", "H", "H", "H", "H", "H", "N", "C", "N", "C", "N", "C", "C", "N", "C", "C", "N", "H", "H", "H", "H", "H", "S", "C", "C", "C", "N", "C", "C", "C", "C", "C", "N", "C", "C", "H", "H", "H", "H", "H", "H", "H", "H", "C", "C", "C", "C", "C", "C", "Ge", "C", "C", "C", "C", "C", "C", "C", "C", "C", "C", "C", "C", "H", "H", "H", "H", "H", "H", "H", "H", "H", "H", "H", "H", "H", "H", "H"],
  "xyz": [[-0.6934, -0.8749, 0.1816], [3.3532, -2.0597, 1.4679], [2.1856, -2.3691, 0.5784], [1.4543, -3.5449, 0.7324], [0.3895, -3.8497, -0.1104], [0.0150, -2.9772, -1.1285], [0.7503, -1.7921, -1.3133], [1.8248, -1.4994, -0.4581], [3.1317, -1.2024, 2.1089], [4.2343, -1.8076, 0.8768], [3.5998, -2.9038, 2.1080], [1.7507, -4.2558, 1.4941], [-0.1076, -4.8076, -0.0149], [-0.7371, -3.2613, -1.8539], [0.5929, -1.1999, -2.2115], [2.4541, -0.6390, -0.6591], [-2.6819, 2.7188, 1.1535], [-1.5232, 2.2209, 0.7369], [-1.6812, 0.9243, 0.5057], [-2.9999, 0.7011, 0.8292], [-3.6356, 1.7668, 1.2244], [-3.5022, -0.6734, 0.7886], [-4.8255, -1.0243, 0.9863], [-5.2204, -2.2916, 0.9561], [-4.2859, -3.2124, 0.7503], [-2.9528, -2.8782, 0.5717], [-2.5434, -1.6000, 0.5793], [-2.8971, 3.6656, 1.4367], [-0.6261, 2.8077, 0.6001], [-5.5711, -0.2598, 1.1730], [-4.6024, -4.2477, 0.7219], [-2.2042, -3.6428, 0.4340], [1.9263, 0.9351, 5.8781], [1.2132, 0.3272, 4.3881], [1.4721, 1.0042, 3.1867], [0.9301, 0.5327, 2.0164], [0.0976, -0.5283, 1.9650], [-0.1586, -1.1692, 3.1191], [0.3785, -0.7859, 4.3280], [2.5665, -0.5894, 6.5622], [3.8987, -0.8987, 6.3461], [4.3760, -2.0956, 6.8684], [3.6190, -2.9525, 7.5538], [2.3495, -2.6162, 7.7792], [1.7730, -1.4406, 7.3130], [2.1227, 1.8689, 3.1791], [1.1799, 1.0032, 1.0689], [-0.8313, -2.0158, 3.0624], [0.1289, -1.3426, 5.2198], [4.5495, -0.2303, 5.7987], [5.4124, -2.3781, 6.7259], [1.7641, -3.3156, 8.3645], [0.7488, -1.1920, 7.5609], [-4.9149, 1.5356, -4.5174], [-3.9950, 1.2194, -5.5120], [-2.6396, 1.2028, -5.2227], [-2.2093, 1.5120, -3.9230], [-3.1444, 1.8277, -2.9219], [-4.4947, 1.8325, -3.2225], [-0.3891, 1.6218, -3.5406], [0.9069, 0.7254, -4.5308], [0.5419, -0.3587, -5.3502], [1.4938, -0.9529, -6.1587], [2.8040, -0.4799, -6.1479], [3.1772, 0.5768, -5.3233], [2.2339, 1.1887, -4.5164], [0.1658, 2.7993, -2.1787], [1.3366, 2.5713, -1.4428], [1.8006, 3.5393, -0.5639], [1.1111, 4.7437, -0.4301], [-0.0549, 4.9746, -1.1520], [-0.5350, 4.0036, -2.0238], [-5.9708, 1.5590, -4.7553], [-4.3348, 0.9910, -6.5135], [-1.9278, 0.9813, -6.0076], [-2.8108, 2.0779, -1.9206], [-5.2230, 2.0806, -2.4608], [-0.4744, -0.7331, -5.3524], [1.2214, -1.7802, -6.8005], [3.5394, -0.9333, -6.8000], [4.2006, 0.9273, -5.3208], [2.5193, 2.0355, -3.9058], [1.8962, 1.6517, -1.5745], [2.7169, 3.3764, -0.0098], [1.5004, 5.5153, 0.2227], [-0.5750, 5.9193, -1.0559], [-1.4344, 4.1968, -2.5969]]
}